1.
{
  "formula": "C3H7ClN2O",
  "method": "the ωB97M-V functional and the def2-TZVPD basis",
  "elements": ["C", "C", "C", "N", "N", "O", "Cl", "H", "H", "H", "H", "H", "H", "H"],
  "coordinates": [[-1.335, -2.122, 1.118], [0.738, -0.108, -1.054], [-0.912, 1.024, 0.267], [-0.187, -2.111, 1.525], [-0.734, 0.027, -0.696], [-1.501, -0.986, -0.714], [-2.744, -3.053, 1.202], [1.324, 0.677, -0.502], [1.041, -1.084, -0.576], [0.809, -0.321, -2.167], [-2.001, 1.087, 0.553], [-0.364, 0.875, 1.193], [-0.672, 1.898, -0.219], [0.135, -2.707, 2.237]],
  "mulliken_charge": [0.376, -0.773, -1.069, -0.441, 0.306, -0.466, -0.135, 0.320, 0.262, 0.272, 0.305, 0.361, 0.453, 0.228],
  "e_homo_ha": [-0.2907, -0.2723],
  "spin_multiplicity": 1,
  "orbital_gap_ev": [8.31, 8.00]
}

---

2.
{
  "formula": "C3H7ClN2O",
  "method": "the ωB97M-V functional and the def2-TZVPD basis",
  "elements": ["C", "C", "C", "N", "N", "O", "Cl", "H", "H", "H", "H", "H", "H", "H"],
  "coordinates": [[-0.482, -0.797, -1.262], [-1.027, -0.198, -0.250], [-2.141, -0.338, 0.626], [2.030, 1.041, 0.372], [-0.089, 1.575, -0.368], [1.147, 1.367, -0.773], [-3.504, 0.718, -0.089], [0.508, -0.477, -1.632], [-0.584, -1.856, -1.559], [-1.974, -0.191, 1.812], [-2.336, -1.384, 0.340], [2.147, 0.021, 0.606], [3.011, 1.150, 0.049], [-0.248, 1.885, 0.629]],
  "mulliken_charge": [-0.665, 0.193, -0.344, -0.478, -0.324, -0.144, -0.173, 0.274, 0.292, 0.312, 0.270, 0.224, 0.277, 0.286],
  "e_homo_ha": -0.3165,
  "spin_multiplicity": 1,
  "orbital_gap_ev": 9.32
}

---

Each structure's energy above the most stable one, in eV: 1 0.000; 2 1.764.

---

1.
{
  "formula": "C3HCl3O",
  "method": "the ωB97M-V functional and the def2-TZVPD basis",
  "elements": ["C", "C", "C", "O", "Cl", "Cl", "Cl", "H"],
  "coordinates": [[-0.663, -0.378, 0.827], [0.234, -0.372, 1.591], [1.446, 3.107, 0.583], [2.609, 3.116, 0.430], [0.335, 2.759, -0.691], [1.352, -0.128, 2.864], [0.677, 3.258, 2.124], [-1.339, -0.579, -0.036]],
  "mulliken_charge": [-0.163, -0.074, 0.526, -0.339, -0.099, -0.093, -0.095, 0.336],
  "e_homo_ha": -0.3870,
  "spin_multiplicity": 1,
  "smiles": "O=C(Cl)Cl.C#CCl",
  "orbital_gap_ev": 10.89
}

---

2.
{
  "formula": "C3HCl3O",
  "method": "the ωB97M-V functional and the def2-TZVPD basis",
  "elements": ["C", "C", "C", "O", "Cl", "Cl", "Cl", "H"],
  "coordinates": [[-1.706, -0.147, -1.322], [-0.415, -0.358, 0.650], [-1.633, -0.138, 0.205], [-2.736, -0.299, -1.884], [0.149, -0.417, 2.298], [-3.114, 0.168, 1.120], [-0.253, 0.041, -2.527], [0.308, -0.310, -0.233]],
  "mulliken_charge": [0.347, -0.124, 0.389, -0.362, -0.124, -0.115, -0.234, 0.222],
  "e_homo_ha": -0.3887,
  "spin_multiplicity": 1,
  "smiles": "O=C(Cl)/C(Cl)=C/Cl",
  "orbital_gap_ev": 10.21
}

---

Each structure's energy above the most stable one, in eV: 1 1.408; 2 0.000.

---

1.
{
  "formula": "C2H2FN3O",
  "method": "the ωB97M-V functional and the def2-TZVPD basis",
  "elements": ["C", "C", "N", "N", "N", "O", "F", "H", "H"],
  "coordinates": [[-1.187, 0.194, -0.469], [1.318, -0.593, -0.070], [-0.518, 1.189, -0.173], [1.675, 0.583, 0.167], [0.739, 1.500, -0.149], [-2.118, -0.425, 0.207], [2.005, -1.741, -0.102], [0.349, -0.742, -0.472], [-2.262, 0.034, 1.062]],
  "mulliken_charge": [0.171, 0.332, 0.104, -0.181, -0.424, -0.370, -0.205, 0.245, 0.328],
  "e_homo_ha": [-0.3357, -0.3357],
  "spin_multiplicity": 1,
  "orbital_gap_ev": [8.02, 8.01]
}

---

2.
{
  "formula": "C2H2FN3O",
  "method": "the ωB97M-V functional and the def2-TZVPD basis",
  "elements": ["C", "C", "N", "N", "N", "O", "F", "H", "H"],
  "coordinates": [[-1.410, 0.545, -0.399], [1.028, -0.300, 0.115], [-1.270, -0.638, -0.369], [0.727, -1.415, -0.393], [-0.576, -1.625, -0.630], [0.540, 0.598, 1.073], [2.288, 0.064, -0.152], [-2.030, 1.306, 0.019], [0.704, 1.465, 0.736]],
  "mulliken_charge": [-0.183, 0.536, 0.451, -0.104, -0.641, -0.463, -0.236, 0.297, 0.343],
  "e_homo_ha": [-0.3205, -0.3205],
  "spin_multiplicity": 1,
  "orbital_gap_ev": [8.53, 8.54]
}

---

Each structure's energy above the most stable one, in eV: 1 0.247; 2 0.000.

---

1.
{
  "formula": "C11H15NS",
  "method": "the ωB97M-V functional and the def2-TZVPD basis",
  "elements": ["C", "C", "C", "C", "C", "C", "C", "C", "C", "N", "H", "H", "H", "H", "H", "H", "H", "H", "H", "C", "C", "S", "H", "H", "H", "H", "H", "H"],
  "coordinates": [[-0.997, 3.813, -2.571], [-0.675, 1.362, 0.239], [-1.141, 1.670, -1.043], [-0.664, 2.981, -1.378], [0.066, 3.378, -0.304], [-1.351, 0.408, 0.997], [-2.007, -0.577, 0.277], [-2.276, -0.463, -1.096], [-1.807, 0.677, -1.751], [0.134, 2.410, 0.686], [-1.314, 0.475, 2.072], [-2.323, -1.483, 0.757], [0.418, 2.502, 1.635], [-2.904, -1.084, -1.717], [0.680, 4.263, -0.412], [-2.036, 0.751, -2.805], [-0.451, 4.758, -2.523], [-1.990, 4.239, -2.364], [-0.974, 3.361, -3.555], [2.759, -2.031, 1.694], [2.154, -4.391, 0.127], [1.870, -3.590, 1.717], [3.607, -1.957, 2.377], [3.022, -1.602, 0.727], [2.090, -1.260, 2.074], [1.772, -4.017, -0.821], [1.923, -5.424, 0.379], [3.216, -4.449, -0.165]],
  "mulliken_charge": [-1.345, -0.180, 0.859, 0.378, -0.650, -0.754, -0.393, -0.634, -0.201, -0.101, 0.370, 0.379, 0.203, 0.391, 0.349, 0.340, 0.361, 0.287, 0.343, -0.816, -0.861, -0.071, 0.327, 0.307, 0.220, 0.318, 0.273, 0.303],
  "e_homo_ha": -0.2853,
  "spin_multiplicity": 1,
  "smiles": "Cc1c[nH]c2ccccc12.CSC",
  "orbital_gap_ev": 8.56
}

---

2.
{
  "formula": "C11H15NS",
  "method": "the ωB97M-V functional and the def2-TZVPD basis",
  "elements": ["C", "C", "C", "C", "C", "C", "C", "C", "C", "C", "C", "N", "S", "H", "H", "H", "H", "H", "H", "H", "H", "H", "H", "H", "H", "H", "H", "H"],
  "coordinates": [[-0.992, -3.121, 2.398], [-0.263, -2.256, 3.236], [-1.472, -2.547, 1.177], [0.008, -0.966, 2.803], [-1.267, -1.205, 0.834], [-0.513, -0.365, 1.650], [0.697, 0.704, -0.417], [1.762, -0.140, -0.428], [0.814, 3.040, -1.223], [0.616, 1.202, -2.940], [0.214, 1.738, -1.468], [-1.715, -0.673, -0.384], [-0.071, 1.222, 1.151], [-0.990, -4.112, 2.547], [0.316, -2.653, 3.936], [-1.916, -3.244, 0.497], [0.602, -0.289, 3.398], [2.096, -0.695, 0.418], [2.175, -0.602, -1.308], [-1.895, 0.298, -0.459], [0.229, 3.799, -1.842], [1.963, 3.169, -1.340], [0.515, 3.579, -0.301], [0.510, 0.144, -3.030], [1.648, 1.427, -2.986], [0.155, 1.909, -3.533], [-0.841, 1.801, -1.440], [-2.386, -1.164, -0.946]],
  "mulliken_charge": [-0.419, -0.929, -0.743, -0.285, 0.631, 0.129, 0.110, -0.923, -1.324, -1.796, 0.759, -0.366, -0.200, 0.499, 0.445, 0.344, 0.387, 0.334, 0.271, 0.225, 0.385, 0.227, 0.381, 0.397, 0.387, 0.524, 0.331, 0.218],
  "e_homo_ha": -0.2933,
  "spin_multiplicity": 1,
  "smiles": "C=C(Sc1ccccc1N)C(C)C",
  "orbital_gap_ev": 8.83
}

---

Each structure's energy above the most stable one, in eV: 1 0.000; 2 0.983.

---

1.
{
  "formula": "CH3Br2P",
  "method": "the ωB97M-V functional and the def2-TZVPD basis",
  "elements": ["C", "P", "Br", "Br", "H", "H", "H"],
  "coordinates": [[0.457, -0.156, -0.430], [-0.737, 1.362, -0.013], [2.194, 0.498, 0.008], [-2.627, 0.258, -0.026], [0.320, -0.576, -1.395], [0.075, -0.939, 0.111], [-0.314, 1.227, 1.286]],
  "mulliken_charge": [-0.804, 0.160, -0.117, -0.173, 0.442, 0.416, 0.076],
  "e_homo_ha": -0.3544,
  "spin_multiplicity": 1,
  "orbital_gap_ev": 10.13
}

---

2.
{
  "formula": "CH3Br2P",
  "method": "the ωB97M-V functional and the def2-TZVPD basis",
  "elements": ["C", "P", "Br", "Br", "H", "H", "H"],
  "coordinates": [[0.912, -0.238, -0.777], [0.909, -1.674, 0.023], [1.487, 1.397, 0.114], [-2.249, 0.957, -0.032], [0.557, -0.087, -1.870], [-2.748, 0.576, 1.312], [1.132, -0.930, 1.231]],
  "mulliken_charge": [-0.244, -0.022, -0.099, -0.202, 0.354, 0.204, 0.007],
  "e_homo_ha": -0.3441,
  "spin_multiplicity": 1,
  "smiles": "[H]/P=C\\Br.Br",
  "orbital_gap_ev": 9.19
}

---

3.
{
  "formula": "CH3Br2P",
  "method": "the ωB97M-V functional and the def2-TZVPD basis",
  "elements": ["C", "P", "Br", "Br", "H", "H", "H"],
  "coordinates": [[0.736, 0.304, 0.138], [-0.058, -1.062, 1.094], [-2.729, 1.501, -0.857], [-0.447, -2.484, -0.503], [-0.267, 0.834, -0.194], [1.431, 0.044, -0.629], [1.336, 0.863, 0.952]],
  "mulliken_charge": [-0.487, 0.145, -0.073, -0.129, -0.055, 0.341, 0.257],
  "e_homo_ha": [-0.3640, -0.2949],
  "spin_multiplicity": 1,
  "orbital_gap_ev": [8.78, 4.18]
}

---

Each structure's energy above the most stable one, in eV: 1 0.000; 2 1.633; 3 1.759.

---

1.
{
  "formula": "H9O5",
  "method": "the ωB97M-V functional and the def2-TZVPD basis",
  "elements": ["O", "H", "O", "H", "H", "O", "H", "H", "O", "H", "H", "O", "H", "H"],
  "coordinates": [[3.229, -0.260, -0.129], [3.704, 0.328, 0.463], [0.033, -2.071, -1.545], [0.268, -1.179, -1.824], [-0.670, -1.879, -0.912], [0.734, -0.538, 0.872], [0.729, -1.419, 1.241], [2.279, -0.180, 0.128], [-2.593, 2.650, 0.101], [-1.938, 3.015, 0.699], [-2.183, 1.785, -0.197], [-1.479, 0.250, -0.032], [-1.927, -0.377, 0.559], [-0.186, -0.124, 0.578]],
  "mulliken_charge": [-0.679, 0.289, -0.643, 0.312, 0.332, -0.748, 0.245, 0.413, -0.687, 0.272, 0.386, -1.076, 0.206, 0.377],
  "e_homo_ha": -0.1801,
  "spin_multiplicity": 1,
  "orbital_gap_ev": 9.02,
  "total_charge": -1
}

---

2.
{
  "formula": "H9O5",
  "method": "the ωB97M-V functional and the def2-TZVPD basis",
  "elements": ["O", "H", "O", "H", "H", "O", "H", "H", "O", "H", "H", "O", "H", "H"],
  "coordinates": [[-0.488, 0.702, -0.850], [-0.630, 1.546, -1.291], [-2.878, -2.749, 0.333], [-2.198, -2.475, 0.961], [-2.766, -2.119, -0.389], [-0.639, -0.946, 1.154], [0.280, -1.031, 1.427], [-0.606, -0.143, 0.556], [1.992, 0.399, -1.506], [1.945, 0.412, -2.466], [1.010, 0.502, -1.239], [1.789, 1.881, 1.488], [2.175, 1.647, 0.629], [1.014, 2.374, 1.194]],
  "mulliken_charge": [-1.067, 0.159, -0.687, 0.355, 0.322, -0.678, 0.262, 0.396, -0.711, 0.260, 0.415, -0.662, 0.320, 0.315],
  "e_homo_ha": -0.1725,
  "spin_multiplicity": 1,
  "orbital_gap_ev": 8.90,
  "total_charge": -1
}

---

Each structure's energy above the most stable one, in eV: 1 0.070; 2 0.000.